Entry 1:
The following is a quantum chemistry calculation of a 9-piece molecular cluster, C13H44O11S2 overall in a non-equilibrium geometry, from the OMol25 dataset.

Positions of all 70 atoms, in Å:
C1 -0.26 -0.60 1.85
C2 -0.94 -1.67 1.03
O1 -1.73 -2.50 1.92
S1 -2.76 -3.54 1.20
O2 -2.86 -3.14 -0.18
O3 -4.18 -3.04 1.88
C3 -4.29 -1.73 2.45
C4 -4.14 -0.58 1.46
C5 -5.03 0.59 1.88
S2 -6.69 0.55 1.16
H1 -1.05 -0.04 2.33
H2 0.34 -1.02 2.64
H3 0.28 0.09 1.22
H4 -0.19 -2.28 0.54
H5 -1.57 -1.19 0.29
H6 -5.30 -1.67 2.84
H7 -3.64 -1.61 3.30
H8 -4.45 -0.96 0.50
H9 -3.13 -0.20 1.42
H10 -5.14 0.62 2.95
H11 -4.56 1.51 1.58
H12 -6.32 0.45 -0.12
C6 2.17 2.95 1.80
O4 1.27 2.14 1.05
H13 1.93 2.84 2.85
H14 3.20 2.65 1.63
H15 2.05 4.00 1.52
H16 1.48 2.24 0.12
C7 1.76 6.25 -0.69
O5 1.20 5.04 -1.18
H17 2.76 6.03 -0.33
H18 1.84 7.01 -1.48
H19 1.17 6.66 0.14
H20 0.31 5.24 -1.50
C8 0.50 -0.42 -2.05
O6 1.50 0.37 -1.41
H21 -0.45 0.11 -1.95
H22 0.73 -0.58 -3.10
H23 0.41 -1.39 -1.55
H24 2.34 -0.10 -1.49
C9 -0.14 -1.24 -6.31
O7 0.48 -1.93 -5.23
H25 0.57 -0.49 -6.66
H26 -0.38 -1.92 -7.12
H27 -1.05 -0.73 -5.98
H28 -0.15 -2.60 -4.92
C10 -0.53 -5.40 -6.56
O8 -1.08 -4.34 -5.79
H29 0.51 -5.16 -6.75
H30 -0.59 -6.35 -6.02
H31 -1.06 -5.50 -7.52
H32 -2.01 -4.55 -5.61
C11 4.22 -2.23 -0.03
O9 4.43 -1.52 -1.26
H33 3.59 -3.09 -0.26
H34 5.16 -2.58 0.39
H35 3.70 -1.60 0.70
H36 4.99 -0.76 -1.06
C12 -2.61 -0.31 6.22
O10 -2.42 0.39 5.00
H37 -3.22 -1.19 6.00
H38 -1.66 -0.64 6.64
H39 -3.13 0.31 6.96
H40 -1.89 1.17 5.19
C13 6.06 4.08 1.97
O11 5.20 3.57 2.98
H41 5.55 4.91 1.49
H42 7.00 4.44 2.40
H43 6.28 3.32 1.22
H44 5.64 2.84 3.41

Values from the calculation:
Charge   0
Kohn-Sham gap   9.25 eV
E_tot   -2145.52850 Ha
Maximum force   0.0213 hartree/bohr

---

Entry 2:
The following is a quantum chemistry calculation of a 10-piece molecular cluster, C13H46N14O13 overall in a non-equilibrium geometry, from the OMol25 dataset.

Positions of all 86 atoms, in Å:
C1 3.85 -5.42 22.04
C2 4.83 -6.27 21.18
O1 4.20 -7.20 20.27
O2 2.88 -4.81 21.21
H1 4.50 -4.72 22.58
H2 3.37 -5.88 22.90
H3 5.54 -6.85 21.77
H4 5.43 -5.53 20.65
H5 3.51 -6.66 19.88
H6 3.26 -3.95 21.00
C3 4.68 1.13 24.40
C4 5.56 1.73 25.51
O3 6.94 1.57 25.40
O4 4.76 1.59 23.07
H7 3.65 1.30 24.72
H8 4.85 0.06 24.26
H9 5.21 1.23 26.41
H10 5.26 2.77 25.58
H11 7.26 2.14 24.69
H12 3.91 1.38 22.68
C5 7.33 -11.85 21.83
C6 7.52 -12.38 20.42
O5 8.68 -13.17 20.22
O6 7.49 -12.90 22.76
H13 6.36 -11.41 22.04
H14 7.98 -11.01 22.07
H15 7.42 -11.60 19.66
H16 6.65 -12.99 20.18
H17 8.86 -13.65 21.04
H18 6.76 -13.00 23.38
C7 0.00 0.05 19.79
O7 0.41 0.36 20.89
N1 0.75 -0.71 19.02
N2 -1.15 0.42 19.35
H19 1.71 -0.90 19.27
H20 0.19 -1.18 18.32
H21 -1.55 -0.02 18.53
H22 -1.54 1.24 19.79
C8 5.90 -3.17 16.84
O8 5.37 -2.39 17.60
N3 5.21 -3.97 16.07
N4 7.19 -3.44 16.65
H23 4.21 -3.85 16.14
H24 5.69 -4.77 15.68
H25 7.54 -4.03 15.90
H26 7.83 -2.90 17.21
C9 -1.94 -6.89 23.57
O9 -1.68 -6.43 24.62
N5 -2.85 -7.74 23.34
N6 -1.31 -6.66 22.46
H27 -3.27 -8.18 24.15
H28 -3.17 -8.06 22.44
H29 -0.56 -6.01 22.64
H30 -1.63 -7.01 21.57
C10 -1.08 -5.19 16.38
O10 0.00 -4.73 16.17
N7 -1.77 -5.94 15.64
N8 -1.65 -4.98 17.55
H31 -1.28 -6.25 14.81
H32 -2.63 -6.39 15.93
H33 -1.05 -4.41 18.13
H34 -2.63 -5.14 17.72
C11 9.68 -3.87 25.73
O11 10.79 -3.46 25.61
N9 9.37 -5.08 25.45
N10 8.68 -3.15 25.93
H35 10.07 -5.78 25.21
H36 8.46 -5.41 25.72
H37 7.83 -3.68 26.07
H38 8.79 -2.23 26.33
C12 4.94 -7.33 27.84
O12 5.56 -6.74 26.98
N11 5.43 -8.36 28.60
N12 3.76 -6.99 28.27
H39 4.79 -8.96 29.10
H40 6.39 -8.58 28.38
H41 3.41 -7.35 29.15
H42 3.29 -6.21 27.83
C13 -1.36 -10.14 18.10
O13 -2.28 -9.76 18.78
N13 -1.36 -10.54 16.83
N14 -0.20 -10.13 18.58
H43 -0.51 -10.48 16.30
H44 -2.26 -10.53 16.36
H45 0.57 -10.23 17.92
H46 -0.07 -10.15 19.58

Values from the calculation:
Charge   0
Relative energy (zero: lowest compared OMol25 entry of this formula, charge and spin)   7.620 eV
Kohn-Sham gap   9.15 eV
E_tot   -2267.65566 Ha
SMILES string   NC(N)=O.NC(N)=O.NC(N)=O.NC(N)=O.NC(N)=O.NC(N)=O.NC(N)=O.OCCO.OCCO.OCCO
Maximum force   0.1577 hartree/bohr

---

Entry 3:
The following is a quantum chemistry calculation of a 10-piece molecular cluster, C13H46N8O10 overall in a non-equilibrium geometry, from the OMol25 dataset.

Positions of all 77 atoms, in Å:
C1 1.18 -30.34 -13.33
C2 1.85 -29.28 -14.15
O1 0.89 -28.46 -14.75
H1 0.66 -31.10 -13.92
H2 0.42 -29.89 -12.71
H3 1.89 -30.81 -12.57
H4 2.49 -29.65 -14.92
H5 2.47 -28.66 -13.56
H6 1.15 -28.27 -15.67
C3 -4.31 -24.75 -19.74
C4 -2.92 -24.64 -19.17
O2 -2.91 -23.87 -18.02
H7 -4.88 -25.54 -19.38
H8 -4.23 -24.98 -20.77
H9 -4.84 -23.82 -19.80
H10 -2.21 -24.09 -19.83
H11 -2.67 -25.72 -18.99
H12 -2.09 -23.95 -17.57
C5 4.38 -25.34 -19.56
C6 5.01 -24.04 -19.35
O3 3.97 -23.18 -19.04
H13 3.53 -25.30 -20.25
H14 3.99 -25.68 -18.66
H15 5.04 -26.13 -19.87
H16 5.64 -23.74 -20.19
H17 5.62 -23.96 -18.42
H18 4.12 -22.30 -19.50
C7 0.70 -23.02 -17.49
O4 -0.44 -23.41 -16.87
N1 1.84 -23.64 -17.32
N2 0.66 -22.11 -18.43
H19 1.90 -23.98 -16.32
H20 2.66 -23.54 -17.92
H21 -0.08 -21.42 -18.33
H22 1.50 -21.70 -18.93
C8 4.09 -27.49 -16.25
O5 4.18 -28.03 -17.55
N3 3.20 -26.61 -15.89
N4 5.01 -27.64 -15.33
H23 2.55 -26.57 -16.69
H24 2.91 -26.41 -14.88
H25 5.80 -28.24 -15.64
H26 4.81 -27.66 -14.33
C9 -2.84 -28.81 -15.30
O6 -4.24 -29.01 -15.17
N5 -2.41 -28.29 -16.45
N6 -1.94 -28.96 -14.41
H27 -3.26 -28.10 -17.09
H28 -1.50 -28.37 -16.84
H29 -2.22 -29.33 -13.51
H30 -0.93 -28.79 -14.41
C10 0.66 -26.90 -17.48
O7 0.68 -28.33 -17.41
N7 -0.08 -26.14 -16.76
N8 1.57 -26.21 -18.02
H31 -0.88 -26.52 -16.19
H32 0.08 -25.14 -16.76
H33 2.30 -26.55 -18.66
H34 1.65 -25.14 -17.99
C11 -0.50 -25.72 -21.54
O8 0.11 -25.07 -20.47
H35 -1.26 -26.40 -21.09
H36 0.11 -26.39 -22.15
H37 -0.97 -25.02 -22.20
H38 0.44 -25.75 -19.85
C12 -2.55 -25.21 -14.59
O9 -1.89 -26.10 -13.70
H39 -2.03 -24.29 -14.85
H40 -3.58 -24.96 -14.16
H41 -2.57 -25.81 -15.50
H42 -1.97 -27.08 -13.83
C13 1.00 -24.47 -13.91
O10 2.21 -23.98 -14.51
H43 0.90 -25.54 -13.88
H44 0.06 -24.14 -14.39
H45 0.98 -24.20 -12.82
H46 2.93 -24.22 -14.01

Values from the calculation:
Charge   0
Relative energy (zero: lowest compared OMol25 entry of this formula, charge and spin)   7.668 eV
Kohn-Sham gap   8.35 eV
E_tot   -1713.21695 Ha
SMILES string   NC(N)=O.NC(N)=O.NC(N)=O.NC(N)=O.CCO.CCO.CCO.CO.CO.CO
Maximum force   0.1799 hartree/bohr